[1]
# C3H5FO

C3H5FO as an isolated structure (ωB97M-V with the def2-TZVPD basis set, the Open Molecules 2025 dataset).

The geometry in XYZ format:
```
10
Properties=species:S:1:pos:R:3:forces:R:3
C -0.7316 -0.0013 0.3159 1.99 0.38 -0.11
C 0.3658 1.0221 -0.0938 -0.20 -0.38 -0.40
C 0.3282 -1.0283 -0.0767 1.01 -0.73 0.00
H -1.0633 0.0495 1.3017 0.16 -0.05 2.05
H 0.0985 1.5792 -0.9907 0.08 -0.21 -0.38
H 0.7236 1.7386 0.6201 -0.04 0.27 0.68
H 0.7317 -1.8206 0.5863 -0.70 0.52 0.07
H 0.0836 -1.4961 -1.0148 -0.32 -0.26 -0.53
O 1.3586 -0.0290 -0.2869 -1.20 0.48 0.12
F -1.8952 -0.0140 -0.3611 -0.78 -0.01 -1.50
```
Positions in Å, forces in eV/Å.

Results
M (g/mol): 76.070
Calculated total energy (Ha): -292.35401
HOMO energy (eV): -10.01
Gap between HOMO and LUMO (eV): 11.126

[2]
# C6H10O

C6H10O as an isolated structure (ωB97M-V with the def2-TZVPD basis set, the Open Molecules 2025 dataset).

The geometry in XYZ format:
```
17
Properties=species:S:1:pos:R:3:forces:R:3
C 1.5016 0.3558 0.2105 0.44 0.14 -0.10
C 0.1671 -0.2175 1.2433 -0.15 -0.18 -0.21
O -0.5203 0.7243 1.8281 0.10 -0.10 0.08
C -1.5928 1.0744 0.8821 -0.13 0.33 -0.01
C -1.0399 0.8566 -0.4965 -0.01 -0.09 -0.12
C -0.2311 -0.3743 -0.1202 -0.13 -0.15 0.04
C -0.0569 -1.5809 -0.9798 0.10 -0.04 0.00
H 2.2896 -0.3855 0.3412 -0.15 0.05 -0.06
H 1.4416 0.6727 -0.8406 0.00 -0.09 0.12
H 1.7051 1.2598 0.7874 -0.10 -0.16 -0.08
H 0.6185 -0.9895 1.8621 -0.06 0.16 -0.09
H -1.9603 2.0576 1.1667 -0.04 -0.06 -0.08
H -1.8401 0.6137 -1.2098 0.19 -0.01 0.15
H -0.3865 1.6125 -1.0328 -0.12 -0.07 0.22
H 0.4450 -1.3258 -1.9211 -0.05 -0.01 0.09
H 0.5053 -2.3749 -0.4791 -0.04 0.12 -0.06
H -1.0458 -1.9790 -1.2416 0.16 0.16 0.12
```
Positions in Å, forces in eV/Å.

Results
M (g/mol): 98.145
Calculated total energy (Ha): -309.64944
HOMO energy (alpha / beta) (eV): -5.83 / -5.83
Gap between HOMO and LUMO (alpha / beta) (eV): 6.532 / 6.533

[3]
# C4H11N3O2

A 2-piece molecular cluster, C4H11N3O2 overall (ωB97M-V with the def2-TZVPD basis set, the Open Molecules 2025 dataset).

The geometry in XYZ format:
```
20
Properties=species:S:1:pos:R:3:forces:R:3
H -0.5377 0.5034 2.0764 0.39 -0.75 0.83
N -0.3029 -0.1301 1.3328 -0.86 1.20 -0.62
C 0.3849 -1.1746 1.3134 0.70 -1.23 -0.83
N 1.0234 -1.9106 2.3384 -0.94 0.40 0.45
N 0.5606 -1.7624 0.0315 0.29 0.09 0.20
C 1.8532 -2.3368 -0.3239 1.05 -0.59 0.88
H 0.7186 -2.8789 2.2911 0.35 -0.06 -0.29
H 0.6896 -1.5851 3.2403 0.22 0.21 -0.06
H 0.3302 -1.0393 -0.6357 -0.36 -0.02 -0.03
H 2.2693 -2.8918 0.5305 -0.04 0.60 -0.03
H 2.5893 -1.5798 -0.6443 -0.24 -0.18 0.20
H 1.8595 -3.1346 -1.0623 -0.79 0.25 -0.53
C -1.6235 3.2092 -1.9033 0.59 0.80 0.86
C -1.0138 2.1226 -1.0520 -0.90 -0.73 -0.87
O 0.1361 1.7887 -1.1178 0.10 -0.14 0.33
O -1.9928 1.5462 -0.3258 -0.56 0.04 0.00
H -1.5436 4.1086 -1.2763 -0.47 0.01 -0.11
H -2.6618 3.0381 -2.2024 0.40 -0.03 0.11
H -0.9372 3.4190 -2.7081 -0.07 -0.18 -0.52
H -1.8015 0.6883 0.0976 1.13 0.30 0.04
```
Positions in Å, forces in eV/Å.

Results
M (g/mol): 133.151
SMILES: [H]/N=C(\N)NC.CC(=O)O
Calculated total energy (Ha): -473.76472
HOMO energy (eV): -9.00
Gap between HOMO and LUMO (eV): 9.817

[4]
# C19H33N3O8S4

A 4-piece molecular cluster, C19H33N3O8S4 overall (ωB97M-V with the def2-TZVPD basis set, the Open Molecules 2025 dataset).

The geometry in XYZ format:
```
67
Properties=species:S:1:pos:R:3:forces:R:3
N 2.4058 -4.7227 1.8517 -0.22 0.66 -0.12
C 1.9656 -3.7085 0.8363 -0.44 0.05 0.65
C 0.6997 -4.2725 0.0616 0.17 1.10 -0.08
C -0.6444 -3.8055 0.7479 1.37 -2.78 -0.82
C -1.5627 -4.8937 1.1175 -2.45 3.94 1.53
C -2.8071 -4.3725 1.7655 3.38 0.09 -1.81
C -3.9531 -5.3120 2.2512 -1.50 -1.96 2.60
O -5.0635 -5.3080 1.7067 0.97 1.33 -1.20
O -3.6849 -6.0420 3.2602 1.37 1.71 -1.59
C -2.7910 -2.9179 1.8945 -1.92 -0.47 0.94
N -1.8339 -2.0472 1.5046 -0.37 -1.97 0.58
S -1.9691 -0.3254 1.7771 -0.15 0.01 -0.03
N -0.7364 -2.4825 0.9104 -0.14 -1.12 -0.11
H 3.0952 -4.2467 2.4455 -0.20 -0.40 -0.24
H 1.6011 -4.8725 2.4764 0.44 -0.05 -0.28
H 2.8071 -3.4496 0.1450 -0.76 -0.47 0.54
H 1.7101 -2.7801 1.4257 -0.03 -0.56 -1.18
H 0.7683 -5.3877 -0.0095 -0.16 0.96 0.30
H 0.7070 -3.8931 -1.0017 -0.09 -0.22 1.10
H -1.3834 -5.9766 0.9643 0.01 1.04 0.06
H -3.6806 -2.4617 2.4016 1.03 -0.32 -0.58
H -0.8410 -0.0617 2.5436 -0.64 -0.67 -0.46
C -3.0600 0.3639 -2.1774 0.00 0.12 0.00
C -2.9796 0.6050 -3.6880 -0.16 -0.01 -0.02
C -1.4972 0.6080 -4.0738 -0.26 0.30 -0.32
S -0.6667 -0.4367 -2.8760 -0.27 -0.16 -0.02
O 0.2282 0.3833 -2.0938 0.17 -0.15 -0.16
O -0.2294 -1.6493 -3.5246 0.33 0.15 0.18
C -2.1118 -0.7947 -1.8920 -0.42 -0.01 0.20
H -4.0775 0.1366 -1.8570 0.06 0.01 0.00
H -2.7289 1.2589 -1.6425 -0.01 -0.07 0.02
H -3.4952 -0.2036 -4.2133 0.04 0.03 0.04
H -3.4620 1.5405 -3.9741 0.06 -0.05 0.00
H -1.3398 0.2050 -5.0732 0.17 -0.03 0.11
H -1.0677 1.6083 -4.0042 0.05 -0.08 0.08
H -1.8334 -0.8744 -0.8433 0.21 0.01 -0.19
H -2.5289 -1.7400 -2.2443 0.10 0.02 -0.03
C 1.3669 2.5633 6.2244 -0.14 0.00 0.09
C 1.3759 1.2786 7.0584 0.14 0.08 0.08
C 0.6965 0.1867 6.2263 -0.17 -0.07 0.49
S 0.9676 0.6249 4.5107 0.76 0.13 0.53
O -0.3161 0.9361 3.9038 0.32 -0.09 0.01
O 1.8834 -0.3151 3.9155 -0.48 -0.05 -0.34
C 1.8286 2.1552 4.8302 0.02 0.47 0.10
H 2.0149 3.3286 6.6521 -0.04 -0.03 -0.05
H 0.3513 2.9667 6.1791 0.06 0.02 -0.03
H 2.4088 0.9900 7.2713 -0.06 0.01 -0.02
H 0.8709 1.4149 8.0152 0.02 -0.05 -0.06
H 1.1270 -0.7947 6.4184 -0.10 -0.01 -0.22
H -0.3793 0.1609 6.4018 0.03 -0.01 -0.13
H 1.5808 2.8874 4.0632 -0.01 -0.16 -0.09
H 2.8985 1.9430 4.8156 -0.07 -0.10 -0.07
C 2.6416 3.8686 -5.8659 0.10 0.01 0.06
C 2.4264 3.0162 -4.6117 0.02 -0.14 -0.10
C 1.8177 3.9220 -3.5386 0.23 -0.41 0.23
S 0.9123 5.1968 -4.4135 -0.05 -0.19 -0.11
O 1.5494 6.4665 -4.1666 -0.25 0.00 0.06
O -0.5038 4.9975 -4.2153 0.07 0.27 0.09
C 1.3491 4.6533 -6.0586 0.23 -0.13 -0.37
H 2.8715 3.2557 -6.7383 -0.01 0.05 0.03
H 3.4771 4.5561 -5.7062 -0.06 0.00 -0.05
H 1.7341 2.2009 -4.8403 0.04 0.03 0.02
H 3.3576 2.5668 -4.2648 -0.08 0.00 0.01
H 1.1344 3.3745 -2.8902 -0.02 0.17 0.02
H 2.5892 4.4064 -2.9402 -0.11 0.11 -0.05
H 1.4618 5.5142 -6.7154 -0.13 0.06 0.13
H 0.5469 4.0075 -6.4193 -0.02 0.07 0.06
```
Positions in Å, forces in eV/Å.

Results
M (g/mol): 559.754
Calculated total energy (Ha): -3102.55021
HOMO energy (eV): -7.99
Gap between HOMO and LUMO (eV): 6.553

The records above yield strongest force on any atom values of 2.06; 0.47; 1.64; 4.89 eV Å⁻¹, respectively.